(1)
Density functional theory data (ωB97M-V/def2-TZVPD) for a single C5H8N2 molecule in a non-equilibrium geometry.

Output
SMILES = [H]/N=C/C(C)=C=CN
energy relative to the best compared isomer or geometry (same formula, charge and spin) = 268.6 kJ/mol
max |F| = 1.17 eV/A
molecular weight = 96.13 u
spin multiplicity = 1

Each line ends with the Löwdin charge.
Cartesian coordinates (Å):
1 N 2.557 -1.060 0.650  0.058
2 N 0.826 1.774 -0.746  0.091
3 C -0.837 0.191 -0.059  -0.303
4 C -0.413 1.506 -0.610  -0.207
5 C 0.168 -0.603 0.228  -0.011
6 C -2.277 -0.151 0.200  -0.074
7 C 1.327 -1.168 0.020  -0.215
8 H 0.972 2.729 -1.063  0.043
9 H -2.776 -0.460 -0.730  0.080
10 H 1.149 -1.975 -0.678  0.118
11 H -2.338 -0.998 0.889  0.077
12 H 2.505 -0.903 1.645  0.089
13 H -1.216 2.236 -0.775  0.109
14 H -2.832 0.694 0.616  0.068
15 H 3.184 -1.811 0.412  0.076

---

(2)
Density functional theory data (ωB97M-V/def2-TZVPD) for a single C5H8N2 molecule in a non-equilibrium geometry.

Output
energy relative to the best compared isomer or geometry (same formula, charge and spin) = 585.5 kJ/mol
max |F| = 7.31 eV/A
molecular weight = 96.13 u
spin multiplicity = 1

Each line ends with the Löwdin charge.
Cartesian coordinates (Å):
1 N 0.057 0.394 1.583  0.130
2 N -3.546 -1.232 -0.545  0.182
3 C 2.216 -0.036 -0.165  -0.124
4 C -1.320 -0.175 -0.449  -0.035
5 C -2.655 -0.683 0.173  -0.271
6 C -0.257 0.239 0.227  -0.404
7 C 0.954 0.678 -0.633  -0.228
8 H 2.117 -1.123 -0.346  0.078
9 H 0.719 0.554 -1.734  0.117
10 H -1.465 -0.227 -1.567  0.119
11 H 2.226 0.077 0.934  0.057
12 H -2.730 -0.441 1.299  0.130
13 H -0.563 -0.168 2.237  0.052
14 H 1.073 1.745 -0.437  0.106
15 H 3.175 0.399 -0.576  0.089

---

(3)
Density functional theory data (ωB97M-V/def2-TZVPD) for a single C5H8N2 molecule.

Output
energy relative to the best compared isomer or geometry (same formula, charge and spin) = 484.6 kJ/mol
max |F| = 0.33 eV/A
molecular weight = 96.13 u
spin multiplicity = 1

Each line ends with the Löwdin charge.
Cartesian coordinates (Å):
1 N -0.741 1.312 0.416  0.086
2 N -1.084 0.056 0.052  -0.223
3 C 2.524 -0.421 0.533  -0.062
4 C -2.438 -0.212 -0.391  -0.026
5 C 0.004 -0.735 -0.128  -0.025
6 C 0.552 1.329 0.542  -0.076
7 C 1.198 0.017 0.243  -0.454
8 H -3.119 0.429 0.171  0.089
9 H 2.809 -1.426 0.237  0.018
10 H -0.081 -1.754 -0.483  0.136
11 H 1.062 2.235 0.846  0.119
12 H -2.686 -1.258 -0.192  0.088
13 H 1.246 0.119 -0.924  0.224
14 H -2.558 -0.013 -1.462  0.089
15 H 3.313 0.322 0.539  0.016

---

(4)
Density functional theory data (ωB97M-V/def2-TZVPD) for a single C5H8N2 molecule in a non-equilibrium geometry.

Output
SMILES = C/N=C1/[C@@H]2[C@H](C)N12
energy relative to the best compared isomer or geometry (same formula, charge and spin) = 350.7 kJ/mol
max |F| = 1.01 eV/A
molecular weight = 96.13 u
spin multiplicity = 1

Each line ends with the Löwdin charge.
Cartesian coordinates (Å):
1 N 1.610 1.071 0.566  0.074
2 N 0.284 -0.708 -0.651  0.087
3 C 0.808 0.644 -0.297  -0.332
4 C -2.012 0.221 0.051  -0.045
5 C -1.051 -0.244 -1.018  -0.308
6 C 0.105 0.537 -1.518  -0.064
7 C 1.886 -0.105 1.441  -0.113
8 H -1.512 -0.849 -1.800  0.137
9 H -2.488 -0.642 0.534  0.081
10 H 0.537 0.533 -2.506  0.127
11 H 2.924 -0.270 1.741  0.072
12 H -1.497 0.796 0.827  0.080
13 H 1.261 -0.007 2.330  0.075
14 H -2.798 0.841 -0.387  0.079
15 H 1.585 -0.974 0.864  0.049

---

(5)
Density functional theory data (ωB97M-V/def2-TZVPD) for a single C5H8N2 molecule.

Output
SMILES = C[C@H]1N[C@]1(C)C#N
energy relative to the best compared isomer or geometry (same formula, charge and spin) = 158.8 kJ/mol
max |F| = 0.96 eV/A
molecular weight = 96.13 u
spin multiplicity = 1

Each line ends with the Löwdin charge.
Cartesian coordinates (Å):
1 N 0.094 0.850 -1.299  0.107
2 N -1.301 2.127 1.804  0.153
3 C -1.068 1.430 0.910  -0.155
4 C 1.600 -0.853 0.141  -0.042
5 C 0.904 0.463 -0.137  -0.293
6 C -1.414 -0.798 -0.221  -0.024
7 C -0.585 0.461 -0.065  -0.498
8 H 1.131 -1.155 1.083  0.085
9 H 2.685 -0.791 0.320  0.080
10 H -2.376 -0.474 -0.620  0.087
11 H 1.417 1.309 0.308  0.140
12 H 1.383 -1.617 -0.605  0.078
13 H -1.578 -1.329 0.721  0.088
14 H 0.081 1.866 -1.388  0.108
15 H -0.976 -1.490 -0.951  0.086

---

(6)
Density functional theory data (ωB97M-V/def2-TZVPD) for a single C5H8N2 molecule in a non-equilibrium geometry.

Output
energy relative to the best compared isomer or geometry (same formula, charge and spin) = 413.7 kJ/mol
max |F| = 2.64 eV/A
molecular weight = 96.13 u
spin multiplicity = 1

Each line ends with the Löwdin charge.
Cartesian coordinates (Å):
1 N 1.204 -0.637 1.995  0.039
2 N 0.996 -1.434 -1.146  0.168
3 C -0.886 -0.785 0.239  -0.160
4 C 0.248 -0.178 1.298  -0.363
5 C -0.639 1.977 -0.052  -0.082
6 C -0.499 0.643 0.574  -0.239
7 C -0.306 -1.198 -0.986  -0.065
8 H 1.378 -1.651 -2.056  0.119
9 H -0.578 2.748 0.723  0.072
10 H 1.582 -1.380 -0.311  0.110
11 H -1.606 2.081 -0.551  0.070
12 H -1.868 -1.165 0.522  0.107
13 H -0.916 -1.346 -1.876  0.131
14 H 0.151 2.197 -0.782  0.063
15 H 1.739 0.129 2.410  0.030

---

(7)
Density functional theory data (ωB97M-V/def2-TZVPD) for a single C5H8N2 molecule in a non-equilibrium geometry.

Output
SMILES = C[C@@]1(C=C=N)CN1
energy relative to the best compared isomer or geometry (same formula, charge and spin) = 273.8 kJ/mol
max |F| = 1.41 eV/A
molecular weight = 96.13 u
spin multiplicity = 1

Each line ends with the Löwdin charge.
Cartesian coordinates (Å):
1 N -0.250 -2.636 1.660  0.131
2 N -0.632 1.712 -0.398  0.044
3 C 0.656 1.508 0.265  -0.116
4 C -0.699 -1.631 1.100  -0.190
5 C -0.994 -0.413 0.746  -0.054
6 C 0.363 -0.442 -1.394  -0.030
7 C -0.152 0.353 -0.215  -0.537
8 H -0.513 2.005 -1.362  0.092
9 H 0.279 -2.098 2.357  0.080
10 H 0.971 -1.294 -1.064  0.085
11 H -0.477 -0.838 -1.973  0.088
12 H -1.791 0.081 1.289  0.120
13 H 1.566 1.743 -0.287  0.104
14 H 0.689 1.769 1.321  0.103
15 H 0.986 0.181 -2.044  0.081

---

(8)
Density functional theory data (ωB97M-V/def2-TZVPD) for a single C5H8N2 molecule.

Output
energy relative to the best compared isomer or geometry (same formula, charge and spin) = 304.3 kJ/mol
max |F| = 0.47 eV/A
molecular weight = 96.13 u
spin multiplicity = 1

Each line ends with the Löwdin charge.
Cartesian coordinates (Å):
1 N -0.061 -0.515 0.202  -0.117
2 N -1.077 1.457 -0.779  0.060
3 C 1.458 1.230 -0.490  -0.011
4 C 1.159 -0.996 0.101  -0.062
5 C 0.047 0.958 -0.029  -0.432
6 C 2.081 -0.001 -0.287  -0.166
7 C -1.286 -1.210 0.515  -0.036
8 H -1.202 -2.263 0.235  0.090
9 H 1.344 -2.048 0.317  0.132
10 H -2.086 -0.744 -0.067  0.080
11 H -1.587 2.156 -0.252  0.075
12 H -0.734 1.909 -1.619  0.072
13 H -1.531 -1.143 1.582  0.090
14 H 0.076 1.386 0.987  0.157
15 H 3.135 -0.220 -0.435  0.070

---

(9)
Density functional theory data (ωB97M-V/def2-TZVPD) for a single C5H8N2 molecule.

Output
SMILES = Cc1c[nH]c(N)c1
energy relative to the best compared isomer or geometry (same formula, charge and spin) = 47.7 kJ/mol
max |F| = 0.82 eV/A
molecular weight = 96.13 u
spin multiplicity = 1

Each line ends with the Löwdin charge.
Cartesian coordinates (Å):
1 N 2.541 -0.758 0.295  0.095
2 N 1.089 1.173 -0.307  0.068
3 C -2.357 -0.221 0.086  -0.063
4 C -0.920 0.197 -0.019  -0.325
5 C -0.328 1.369 -0.409  -0.077
6 C 1.309 -0.116 0.095  -0.393
7 C 0.105 -0.717 0.316  -0.050
8 H -2.520 -0.708 1.054  0.076
9 H -3.080 0.589 -0.018  0.070
10 H 1.867 1.742 -0.629  0.146
11 H 3.340 -0.453 -0.240  0.078
12 H -2.578 -0.972 -0.682  0.078
13 H -0.024 -1.701 0.738  0.108
14 H -0.842 2.326 -0.432  0.103
15 H 2.395 -1.750 0.153  0.086

---

(10)
Density functional theory data (ωB97M-V/def2-TZVPD) for a molecular structure, C5H8N2.

Output
energy relative to the best compared isomer or geometry (same formula, charge and spin) = 409.2 kJ/mol
max |F| = 0.18 eV/A
molecular weight = 96.13 u
spin multiplicity = 1

Each line ends with the Löwdin charge.
Cartesian coordinates (Å):
1 N 0.059 1.284 1.056  0.034
2 N -2.680 -0.190 -0.681  0.130
3 C 0.158 -0.052 1.189  -0.047
4 C -0.422 -0.804 0.166  -0.079
5 C -1.119 1.377 0.467  -0.117
6 C 2.823 -0.252 -0.238  -0.058
7 C -1.475 0.088 -0.108  -0.338
8 H -2.823 -1.124 -1.034  0.102
9 H 2.431 -0.866 -1.052  0.020
10 H 2.752 -0.810 0.701  0.020
11 H -1.695 2.297 0.417  0.111
12 H 2.234 0.666 -0.164  0.007
13 H -0.450 -1.878 0.054  0.095
14 H -3.507 0.242 -0.297  0.102
15 H 3.867 0.005 -0.431  0.019

---

(11)
Density functional theory data (ωB97M-V/def2-TZVPD) for a single C5H8N2 molecule in a non-equilibrium geometry.

Output
energy relative to the best compared isomer or geometry (same formula, charge and spin) = 443.7 kJ/mol
max |F| = 1.23 eV/A
molecular weight = 96.13 u
spin multiplicity = 1

Each line ends with the Löwdin charge.
Cartesian coordinates (Å):
1 N 2.194 -0.309 0.623  0.061
2 N 0.614 1.157 -0.508  0.116
3 C -1.055 -0.243 -0.775  -0.374
4 C 0.111 -1.090 -0.709  -0.130
5 C -2.081 -0.263 0.128  0.029
6 C -0.578 1.120 -0.997  -0.018
7 C 0.842 -0.162 0.191  -0.470
8 H -2.145 -1.121 0.791  0.061
9 H -0.092 -2.060 -0.248  0.070
10 H 2.619 -1.142 0.227  0.079
11 H 0.095 0.027 1.077  0.156
12 H -2.833 0.509 0.224  0.046
13 H 2.211 -0.382 1.631  0.069
14 H 1.216 1.953 -0.339  0.160
15 H -1.118 2.007 -1.316  0.144

---

(12)
Density functional theory data (ωB97M-V/def2-TZVPD) for a molecular structure, C5H8N2 in a non-equilibrium geometry.

Output
energy relative to the best compared isomer or geometry (same formula, charge and spin) = 290.7 kJ/mol
max |F| = 3.49 eV/A
molecular weight = 96.13 u
spin multiplicity = 1

Each line ends with the Löwdin charge.
Cartesian coordinates (Å):
1 N 1.306 -1.008 -0.405  0.009
2 N 0.983 2.154 -1.908  0.160
3 C -0.281 0.103 0.709  -0.260
4 C -1.542 0.346 -0.167  -0.072
5 C 1.042 0.389 0.008  -0.357
6 C 0.414 -1.413 0.682  -0.125
7 C 1.043 1.378 -1.055  -0.175
8 H 0.949 -1.210 -1.334  0.107
9 H 1.764 0.654 0.784  0.148
10 H -0.448 0.529 1.701  0.128
11 H -1.494 -0.163 -1.140  0.083
12 H -0.618 -1.625 0.621  0.084
13 H 0.998 -1.604 1.581  0.111
14 H -2.485 0.049 0.313  0.077
15 H -1.632 1.422 -0.389  0.081